Computed, not measured: a molecular structure, C33H91AlF2N9O13S2 in a non-equilibrium geometry, with ωB97M-V/def2-TZVPD.

Each line ends with the Löwdin charge.
CARTESIAN COORDINATES (ANGSTROEM)
Al (15.78901, -6.24090, 8.05124)  1.169
N (17.27123, -7.52899, 6.01167)  -0.286
S (18.48922, -7.64047, 5.07533)  0.420
O (18.36185, -7.13335, 3.69261)  -0.296
O (19.40858, -8.71507, 5.42100)  -0.263
F (19.13465, -6.30812, 5.65808)  -0.211
S (16.35620, -8.49287, 4.85797)  0.600
O (17.08414, -9.62851, 4.22010)  -0.276
O (15.22877, -7.99457, 4.12742)  -0.270
F (15.64661, -9.31313, 6.06496)  -0.224
C (16.72871, -3.68632, 5.29703)  -0.118
O (15.47957, -4.27388, 5.61332)  -0.070
H (17.16059, -3.30466, 6.22219)  0.087
H (17.40207, -4.39488, 4.81471)  0.076
H (16.55998, -2.78880, 4.70197)  0.118
C (13.08899, -9.44875, 2.63647)  -0.044
C (13.42099, -8.82690, 1.24873)  -0.459
C (13.87305, -9.80915, 0.16073)  -0.203
O (14.34363, -9.22073, -1.06005)  -0.205
C (14.62407, -10.14668, -2.16342)  -0.055
N (12.36863, -8.00103, 0.77788)  0.042
H (12.48498, -10.32846, 2.41427)  0.080
H (12.58063, -8.71882, 3.26646)  0.078
H (13.99839, -9.74630, 3.15853)  0.050
H (14.29189, -8.17891, 1.34739)  0.092
H (13.04539, -10.44337, -0.15683)  0.119
H (14.52847, -10.52554, 0.65602)  0.124
H (15.42303, -10.76670, -1.75677)  0.067
H (15.00432, -9.62472, -3.04152)  0.088
H (13.80107, -10.81711, -2.41099)  0.084
H (12.67417, -7.69725, -0.13561)  0.071
H (11.58095, -8.59718, 0.56750)  0.081
C (18.50949, -11.87861, -0.37942)  -0.044
C (19.47448, -10.95053, -1.14045)  -0.413
C (20.69771, -10.45612, -0.27110)  -0.201
O (20.40422, -10.05381, 1.06221)  -0.195
C (19.54714, -8.87829, 1.05399)  -0.080
N (20.11430, -11.60020, -2.27710)  0.028
H (18.82450, -12.90931, -0.54230)  0.057
H (17.55079, -12.02079, -0.87819)  0.064
H (18.44680, -11.71707, 0.69672)  0.064
H (18.90722, -10.08764, -1.48936)  0.125
H (21.20782, -9.59051, -0.69373)  0.116
H (21.43992, -11.25296, -0.31853)  0.107
H (19.79132, -8.02025, 0.42769)  0.089
H (19.47215, -8.52800, 2.08344)  0.062
H (18.55579, -9.20892, 0.74412)  0.078
H (20.59240, -10.86121, -2.77248)  0.072
H (20.79536, -12.25473, -1.91955)  0.059
C (22.76521, -6.48193, 7.93020)  -0.052
C (21.68548, -7.40211, 8.45516)  -0.408
C (22.29507, -8.43126, 9.41052)  -0.177
O (21.46717, -9.57794, 9.57655)  -0.165
C (21.42043, -10.41654, 8.53733)  -0.166
N (20.59746, -6.67687, 9.14315)  0.057
H (23.56352, -6.92349, 7.33370)  0.091
H (23.16641, -6.04698, 8.84560)  0.081
H (22.41836, -5.61372, 7.36985)  0.068
H (21.27744, -7.94334, 7.60154)  0.120
H (22.47044, -7.91375, 10.35367)  0.126
H (23.30675, -8.76504, 9.17985)  0.131
H (22.31944, -10.91294, 8.17198)  0.100
H (20.88941, -9.99081, 7.68593)  0.074
H (20.80178, -11.23802, 8.89865)  0.098
H (20.90594, -6.45656, 10.07932)  0.090
H (19.88618, -7.35207, 9.38456)  0.083
C (13.44922, -10.02596, 10.82293)  -0.047
C (14.45082, -9.05578, 10.28847)  -0.462
C (15.51742, -9.80346, 9.47939)  -0.175
O (16.44771, -8.95992, 8.82116)  -0.295
C (17.59385, -9.59095, 8.24053)  -0.076
N (13.81403, -8.04215, 9.53453)  0.045
H (12.79598, -9.45611, 11.48372)  0.088
H (13.84528, -10.75088, 11.53408)  0.095
H (12.87959, -10.53297, 10.04411)  0.091
H (14.93487, -8.52372, 11.10743)  0.150
H (15.09725, -10.56454, 8.82188)  0.125
H (16.10967, -10.39568, 10.17696)  0.136
H (18.28318, -8.89284, 7.76561)  0.061
H (17.27501, -10.29924, 7.47582)  0.088
H (18.06533, -10.16471, 9.03840)  0.099
H (13.28511, -7.41013, 10.11838)  0.097
H (13.23431, -8.53047, 8.86702)  0.082
C (18.50741, -14.27745, 4.67355)  -0.071
C (19.73552, -13.48921, 4.28679)  -0.403
C (20.00352, -13.36829, 2.75327)  -0.176
O (20.74621, -14.50567, 2.30181)  -0.173
C (20.98140, -14.61739, 0.91140)  -0.118
N (19.59565, -12.12738, 4.88386)  0.048
H (18.63019, -14.47322, 5.73877)  0.073
H (18.53185, -15.19761, 4.08977)  0.085
H (17.56356, -13.73744, 4.59851)  0.065
H (20.60905, -14.01006, 4.67891)  0.133
H (20.61938, -12.47630, 2.63852)  0.110
H (19.08985, -13.21229, 2.17973)  0.110
H (21.40637, -13.81118, 0.31346)  0.068
H (20.07536, -14.71105, 0.31272)  0.069
H (21.56310, -15.53200, 0.79650)  0.092
H (18.64898, -11.78090, 4.82157)  0.041
H (20.22259, -11.45682, 4.46268)  0.057
C (20.11113, -3.15385, 8.42731)  -0.017
C (18.81517, -3.79961, 9.01696)  -0.417
C (17.64104, -2.80011, 8.95874)  -0.172
O (16.31698, -3.41995, 8.88133)  -0.307
C (15.29844, -2.44387, 9.00509)  -0.111
N (18.47228, -4.96612, 8.28348)  0.034
H (20.90994, -3.89542, 8.41763)  0.062
H (20.44402, -2.33295, 9.06245)  0.087
H (19.95750, -2.75046, 7.42643)  0.084
H (18.91489, -4.12491, 10.05250)  0.144
H (17.80369, -2.10841, 8.13218)  0.117
H (17.81917, -2.21460, 9.86070)  0.131
H (14.27172, -2.80206, 8.92986)  0.092
H (15.39512, -1.59395, 8.32952)  0.094
H (15.34803, -2.01504, 10.00596)  0.091
H (19.26353, -5.55109, 8.51116)  0.015
H (18.71168, -4.77088, 7.32188)  0.055
C (15.19227, -13.33435, 6.97047)  -0.042
C (13.88140, -13.80483, 6.20651)  -0.433
C (12.97329, -12.67292, 5.62639)  -0.211
O (12.50900, -11.90657, 6.68749)  -0.191
C (12.21371, -10.49545, 6.41368)  -0.055
N (14.36551, -14.65219, 5.18361)  0.025
H (15.91164, -14.10623, 7.24396)  0.074
H (14.77987, -12.91736, 7.88924)  0.051
H (15.62249, -12.51713, 6.39153)  0.065
H (13.30364, -14.34947, 6.95328)  0.128
H (12.15022, -13.09300, 5.04831)  0.122
H (13.52303, -12.09444, 4.88393)  0.117
H (11.40091, -10.41201, 5.69222)  0.093
H (13.13261, -9.93981, 6.22668)  0.065
H (11.90055, -9.98585, 7.32491)  0.063
H (14.87217, -15.40245, 5.63139)  0.079
H (13.54363, -15.02338, 4.72883)  0.075
C (16.27489, -6.38850, 1.14847)  -0.028
C (15.69813, -5.20459, 2.01912)  -0.357
C (15.75480, -3.82122, 1.21641)  -0.108
O (15.40911, -2.82456, 2.27115)  -0.188
C (15.87721, -1.61892, 1.74249)  -0.175
N (14.38872, -5.49488, 2.55347)  0.168
H (16.23440, -7.22574, 1.84525)  0.047
H (17.33283, -6.27995, 0.90957)  0.083
H (15.66327, -6.60602, 0.27286)  0.082
H (16.34174, -5.20448, 2.89881)  0.107
H (15.03099, -3.76118, 0.40364)  0.126
H (16.71048, -3.61112, 0.73618)  0.117
H (15.60209, -1.14640, 0.79955)  0.090
H (16.96462, -1.57935, 1.67871)  0.086
H (15.49510, -0.85569, 2.42041)  0.088
H (14.52507, -6.31230, 3.13082)  0.045
H (13.70249, -5.76482, 1.86331)  0.091

Computed properties:
ΔE to the lowest compared entry with this formula, charge and spin (kcal/mol): 91.70
Gap between HOMO and LUMO (hartree): 0.0796
Calculated total energy (eV): -109406.3850
HOMO energy (eV): -10.104
Net charge: +1